Entry from OMol25: a cluster of 2 separate species, C8H8N3O4 in total at a distorted geometry (wB97M-V/def2-TZVPD).

Values from the calculation:
**Gap between HOMO and LUMO**: 8.30 eV
**Net charge**: -1
**Electronic energy**: -774.81967 Eh
**LUMO energy**: 3.4 eV

```
23
Properties=species:S:1:pos:R:3:nbo_charge:R:1
C -0.89 -1.69 -2.02 -0.26
C 0.15 -2.13 -1.26 -0.18
C -1.74 -0.79 -1.42 -0.21
C 0.44 -1.66 -0.01 -0.24
C -1.55 -0.22 -0.24 -0.23
C -0.37 -0.63 0.50 0.04
C 2.45 2.59 -1.52 1.07
C -0.08 0.08 1.75 0.06
N -1.09 -0.16 2.83 -0.81
N 0.10 1.47 1.55 -0.40
N 0.95 1.89 0.74 0.59
O 1.53 2.64 -2.22 -0.58
O 0.99 3.11 0.58 -0.54
O 3.56 2.71 -1.17 -0.58
O 1.75 1.22 0.03 -0.59
H -1.21 -2.36 -2.80 0.20
H 0.83 -2.81 -1.79 0.19
H -2.60 -0.33 -1.97 0.19
H 1.20 -1.94 0.66 0.21
H -2.18 0.42 0.33 0.21
H 0.94 -0.43 2.13 0.15
H -1.16 -1.22 2.80 0.34
H -2.02 0.23 2.52 0.35
```